1.
18
Properties=species:S:1:pos:R:3:forces:R:3:lowdin_charge:R:1 method="wB97M-V/def2-TZVPD" e_homo_ev=-9.57 e_above_lowest_ev=1.4639 smiles="NC(=O)[C@H](N)CCO" gap_ha=0.3785
N 0.7120 -0.1280 1.9828 1.38 0.45 0.10 0.1784
C -0.3776 -0.1502 1.1916 -0.98 0.35 0.42 -0.5297
O -1.3494 -0.8343 1.4794 0.26 -0.11 -0.23 0.0430
C -0.4237 0.7613 -0.0408 0.35 -0.13 0.85 -0.3314
N -1.6821 1.5151 -0.0704 -0.33 -0.53 -0.22 0.0533
C -0.2825 -0.1580 -1.2684 -0.22 0.74 0.11 -0.1395
C 1.0030 -0.9449 -1.3260 1.04 -0.03 0.81 -0.2400
O 2.0544 0.0037 -1.5737 -0.76 0.43 0.33 -0.0637
H 1.5218 0.4720 1.8659 -0.55 -0.09 -0.48 0.1153
H 0.8057 -0.7665 2.7471 -0.44 -0.30 0.18 0.1071
H 0.3554 1.5243 0.0205 0.41 -0.40 -0.16 0.1330
H -2.2316 1.1458 -0.8330 -0.08 0.18 -0.52 0.0619
H -2.2596 1.2126 0.7033 0.09 0.09 0.47 0.0685
H -1.1642 -0.8013 -1.2384 0.07 -0.08 -0.26 0.1256
H -0.3180 0.5668 -2.0864 -0.13 -0.54 -0.45 0.1258
H 1.0400 -1.8218 -1.9786 -0.35 0.49 -0.59 0.1206
H 1.2350 -1.3972 -0.3531 -0.32 0.07 0.14 0.1054
H 2.7514 -0.3439 -2.1053 0.55 -0.60 -0.49 0.0665

---

2.
79
Properties=species:S:1:pos:R:3:forces:R:3:lowdin_charge:R:1 method="wB97M-V/def2-TZVPD" e_homo_ev="-11.14 / -11.14" e_above_lowest_ev=2.8742 charge=+1 gap_ha="0.2447 / 0.2448"
Ir -0.3951 1.0715 -0.0295 0.27 1.51 1.50 0.8003
C 0.1549 1.3120 3.9777 -0.22 0.26 -1.21 -0.1667
Si -0.1297 0.3291 2.3498 -0.16 -1.40 -1.66 0.6917
C -1.8275 -0.5885 2.5877 0.74 0.58 -0.10 -0.2702
C -2.1878 -1.0402 3.8550 -0.04 -0.09 -0.02 -0.0943
C -3.4668 -1.4944 4.1262 -0.01 -0.04 0.07 -0.0573
C -4.4333 -1.4831 3.1337 0.01 -0.05 -0.05 -0.0532
C -4.0964 -1.0567 1.8634 -0.01 0.07 -0.01 -0.0840
C -2.8080 -0.6127 1.5881 0.04 0.28 -0.05 -0.3640
P -2.4156 -0.1916 -0.1478 2.01 -0.61 1.33 0.9810
C -2.4620 -1.8582 -0.8685 0.41 0.33 -0.34 -0.3391
C -1.2682 -2.5654 -0.9822 0.06 0.24 0.05 -0.0930
C -1.2753 -3.8600 -1.4670 0.00 -0.13 -0.01 -0.0634
C -2.4729 -4.4595 -1.8269 0.06 0.03 -0.01 -0.0609
C -3.6634 -3.7601 -1.7049 -0.06 -0.06 0.02 -0.0596
C -3.6628 -2.4629 -1.2277 0.03 0.12 0.03 -0.0917
C -3.8124 0.7268 -0.8283 0.66 0.38 -0.13 -0.3535
C -4.1608 0.5678 -2.1705 0.11 -0.10 0.07 -0.0838
C -5.1492 1.3592 -2.7229 -0.04 0.01 -0.07 -0.0561
C -5.7628 2.3401 -1.9579 0.06 -0.06 0.04 -0.0502
C -5.3891 2.5301 -0.6358 -0.07 0.05 0.02 -0.0602
C -4.4097 1.7348 -0.0699 0.11 -0.14 0.07 -0.0758
C 1.5576 -0.6489 2.1946 -0.88 0.46 0.08 -0.2863
C 2.0128 -1.3322 3.3144 0.22 -0.09 -0.01 -0.0973
C 3.3488 -1.6693 3.4591 -0.09 -0.03 0.10 -0.0530
C 4.2692 -1.2496 2.5140 0.05 0.01 -0.10 -0.0559
C 3.8324 -0.6112 1.3663 0.06 0.08 -0.01 -0.1066
C 2.4747 -0.3707 1.1682 -0.36 0.09 -0.05 -0.3758
P 1.8323 0.1962 -0.4425 -1.18 -0.73 0.57 0.9830
C 2.6435 1.7513 -0.8839 -0.53 -0.07 0.11 -0.3571
C 3.2562 2.5574 0.0715 -0.11 -0.11 0.04 -0.0738
C 3.6604 3.8338 -0.2757 0.06 0.13 0.07 -0.0615
C 3.4280 4.3184 -1.5533 -0.03 -0.03 0.00 -0.0547
C 2.8138 3.5155 -2.5066 0.09 0.01 -0.07 -0.0561
C 2.4308 2.2310 -2.1780 -0.08 0.02 0.05 -0.0882
C 2.3974 -1.0017 -1.7134 -0.69 0.20 0.14 -0.3279
C 3.6155 -1.6724 -1.6695 0.01 0.07 0.07 -0.0641
C 3.9890 -2.4984 -2.7148 0.06 0.00 0.02 -0.0600
C 3.1515 -2.6779 -3.8026 -0.05 0.05 0.00 -0.0613
C 1.9250 -2.0346 -3.8388 0.01 -0.07 -0.13 -0.0656
C 1.5486 -1.2008 -2.8014 -0.06 0.09 0.12 -0.1223
H 0.1828 0.6591 4.8451 -0.01 -0.35 -0.06 0.0293
H -0.6331 2.0406 4.1385 -0.18 0.11 0.00 0.0340
H 1.0978 1.8485 3.9415 0.18 0.06 -0.04 0.0320
H -1.4585 -1.0320 4.6498 0.08 0.02 0.16 0.0946
H -3.7145 -1.8427 5.1172 -0.03 -0.02 0.10 0.1118
H -5.4404 -1.8077 3.3442 -0.09 -0.05 0.03 0.1127
H -4.8358 -1.0504 1.0757 -0.16 -0.03 0.00 0.1045
H -0.3346 -2.0957 -0.6863 -0.07 -0.02 -0.05 0.0742
H -0.3444 -4.3981 -1.5664 0.07 -0.06 0.01 0.1107
H -2.4808 -5.4710 -2.2032 0.01 -0.09 -0.04 0.1106
H -4.5975 -4.2246 -1.9814 -0.08 -0.05 -0.03 0.1120
H -4.5918 -1.9216 -1.1316 -0.11 0.00 -0.05 0.1034
H -3.6596 -0.1772 -2.7729 -0.02 -0.04 -0.06 0.1104
H -5.4371 1.2158 -3.7535 0.00 0.01 -0.08 0.1130
H -6.5247 2.9641 -2.3988 -0.08 0.06 -0.02 0.1135
H -5.8599 3.3047 -0.0495 0.00 0.05 0.06 0.1144
H -4.1014 1.8852 0.9560 -0.04 0.05 0.08 0.1166
H 1.3072 -1.6010 4.0851 -0.04 0.00 0.24 0.1028
H 3.6753 -2.2128 4.3323 0.06 -0.05 0.09 0.1128
H 5.3230 -1.4282 2.6613 0.10 -0.02 0.01 0.1133
H 4.5528 -0.2609 0.6408 0.08 -0.05 -0.04 0.1064
H 3.4090 2.1882 1.0763 -0.01 0.01 0.07 0.1062
H 4.1401 4.4583 0.4628 0.05 0.06 0.04 0.1117
H 3.7146 5.3300 -1.8027 0.04 0.03 -0.03 0.1126
H 2.6248 3.8984 -3.4989 0.01 0.00 -0.05 0.1151
H 1.9305 1.6054 -2.9058 0.00 0.03 -0.07 0.1075
H 4.2803 -1.5683 -0.8297 0.04 0.00 0.02 0.0838
H 4.9443 -2.9996 -2.6769 0.07 -0.06 0.01 0.1124
H 3.4572 -3.3149 -4.6183 -0.01 -0.08 -0.07 0.1116
H 1.2615 -2.1852 -4.6763 -0.08 0.01 -0.08 0.1110
H 0.5870 -0.7022 -2.8272 -0.05 0.00 -0.01 0.0940
Cl -2.5773 5.4893 -1.0902 -0.11 0.06 -0.05 0.5991
C -0.9721 5.2596 -0.3598 0.15 -0.17 0.13 -0.4784
C -0.7592 3.7634 -0.1795 0.07 0.69 -0.39 -0.7894
O -0.8354 3.2861 0.9665 -0.46 -1.14 0.94 -0.0701
O -0.5179 3.0413 -1.1738 0.23 -0.12 -1.20 -0.1359
H -0.9609 5.7599 0.6092 0.00 -0.09 -0.19 0.0834
H -0.2272 5.6827 -1.0327 -0.08 -0.07 0.05 0.0811

---

3.
9
Properties=species:S:1:pos:R:3:forces:R:3:lowdin_charge:R:1 method="wB97M-V/def2-TZVPD" e_homo_ev=-4.16 e_above_lowest_ev=0.4899 charge=-1 gap_ha=0.2419
C 0.1307 -0.3415 -0.6897 1.30 1.60 -2.26 -0.6920
C -1.0701 0.5873 1.5818 -0.51 -0.03 0.67 -0.4808
C 0.2340 -1.6392 -0.5025 -1.21 -0.96 2.20 -0.3210
O 0.1848 -2.6751 0.0811 0.52 1.31 -1.68 0.0957
O -0.3836 0.0768 2.3577 0.68 -0.28 0.15 0.1957
O -1.8881 1.1151 0.9592 -0.24 0.38 -0.40 0.1050
I -1.0839 0.7176 -2.1039 0.03 -0.92 0.21 0.7329
I 2.7710 1.8078 -0.7971 0.30 0.28 -0.06 -0.3816
H 1.1052 0.3511 -0.8867 -0.88 -1.37 1.16 -0.2538

---

4.
11
Properties=species:S:1:pos:R:3:forces:R:3:mulliken_spin:R:1 method="wB97M-V/def2-TZVPD" e_homo_ev="0.82 / -3.60" e_above_lowest_ev=0.9592 s_squared=0.75 spin_multiplicity=2 charge=-1 gap_ha="0.1034 / 0.2662"
N -1.6241 -1.5388 -1.2606 -0.11 -0.25 -0.73 0.2394
H -2.0260 -0.6691 -1.5987 0.03 0.12 0.08 -0.0148
H -0.8178 -1.7227 -1.8625 -0.14 0.04 0.20 -0.0279
H -2.3159 -2.2502 -1.5054 0.20 0.08 0.25 -0.1309
C 1.7572 1.3079 0.6086 0.90 0.26 1.10 -0.0533
S 0.5554 1.5185 1.9647 1.13 2.10 -0.10 0.4586
S -0.6669 -0.1858 1.9080 -1.02 -2.33 0.19 0.3711
H 1.3692 0.6946 -0.1947 -0.19 0.22 -0.30 0.0074
H 2.7245 0.9030 0.9407 -0.38 -0.39 0.11 0.0061
H 2.0207 2.3406 0.3845 -0.32 -0.13 -0.78 0.0803
H -0.9764 -0.3981 0.6154 -0.11 0.26 -0.01 0.0641